A structure of composition C25H17Br2F5I2MnN5O3. Source: the Open Molecules 2025 dataset; level of theory: ωB97M-V/def2-TZVPD.

Structure (XYZ):
```
60
Properties=species:S:1:pos:R:3:lowdin_charge:R:1
I 0.0861 -5.2614 0.1097 0.85
I 5.9221 -4.1259 -0.3187 0.85
Br -1.7718 -0.5955 6.1123 0.73
Br -7.1386 0.7284 0.5395 0.74
Mn -0.3323 -0.1197 -0.6916 0.66
F 0.0696 1.1609 -3.3482 -0.04
F 1.8635 -0.8047 -3.6505 0.13
F -1.5707 -0.2968 -3.4206 -0.06
F 0.3654 -2.3386 -3.3633 0.15
F 0.2204 -0.9682 -5.0200 0.12
O 0.0491 -2.1105 -0.5638 -0.17
O -1.8028 2.3771 -1.7181 -0.06
O 1.6878 0.6202 1.8053 -0.15
N -0.8322 1.8913 -0.8174 -0.06
N -0.9575 -0.8157 1.5563 0.09
N 0.8568 1.0658 0.9473 -0.15
N 1.9645 -0.3682 -0.9762 0.08
N -2.6372 -0.1610 -0.3276 0.11
C 2.3393 -1.6423 -0.7305 -0.13
C -3.1046 -0.0696 0.9296 -0.16
C -1.4451 -0.7089 4.2508 -0.67
C 1.4597 3.2829 1.7820 -0.05
C -0.2939 -0.1066 -2.8264 -0.29
C 4.2546 0.2493 -1.1239 -0.04
C -4.8683 0.2410 -1.1138 -0.09
C 4.6528 -1.0372 -0.8879 -0.05
C -0.2602 -1.2406 3.7882 -0.08
C -4.4355 0.1989 1.2330 -0.06
C 2.8822 0.5433 -1.1575 -0.12
C -5.3187 0.3626 0.1845 -0.68
C -2.1217 -0.3686 2.0144 -0.19
C -2.4189 -0.2662 3.3695 -0.06
C 0.5473 -1.0620 -3.7106 -0.59
C -0.6034 4.2676 -0.2140 -0.02
C -3.5212 -0.0148 -1.3140 -0.08
C 3.6866 -2.0445 -0.6769 -0.21
C -0.2827 2.8089 -0.0896 -0.26
C 0.6909 2.3695 0.8853 -0.31
C 1.2347 -2.5584 -0.5195 -0.46
C -0.0520 -1.2665 2.4145 -0.09
C 1.5944 -3.8803 -0.2539 -0.66
C 2.9324 -4.2928 -0.2078 -0.25
C 3.9641 -3.4139 -0.4121 -0.69
H -3.3508 0.1258 3.7436 0.09
H 0.3020 4.8169 -0.4784 0.08
H 0.4984 -1.6073 4.4636 0.11
H -1.3641 4.4474 -0.9647 0.07
H 0.8641 -1.6495 1.9931 0.11
H -5.5297 0.3473 -1.9608 0.10
H 5.7032 -1.2952 -0.8551 0.05
H 1.1221 3.2092 2.8207 0.08
H -0.9390 4.6555 0.7490 0.09
H 3.1438 -5.3335 -0.0001 0.07
H -4.7856 0.2578 2.2509 0.10
H 2.5097 2.9809 1.7929 0.07
H 2.5351 1.5547 -1.3383 0.12
H -3.1242 -0.1027 -2.3124 0.10
H 1.3896 4.3244 1.4730 0.06
H 4.9765 1.0383 -1.2826 0.10
H -1.5062 2.0017 -2.5621 0.07
```

The energy relative to the best compared isomer or geometry (same formula, charge and spin) is 1.180 eV. The HOMO energy (alpha / beta) is -4.34 / -4.32 eV. Its LUMO energy (alpha / beta) is 2.022 / 2.020 eV. Its expectation value of S² is 0.9180. Its total charge is -1. As for the multiplicity: 2.

=====

A cluster of 2 separate species, C4H11NO in total. Source: the Open Molecules 2025 dataset; level of theory: ωB97M-V/def2-TZVPD.

Structure (XYZ):
```
17
Properties=species:S:1:pos:R:3:lowdin_charge:R:1
O 2.5179 4.4043 -3.0610 -0.08
N 3.4922 2.2137 -3.2788 0.01
C 2.5951 3.1853 -3.8480 -0.33
C -2.7222 -3.2432 3.9687 -0.13
C -1.9857 -2.8184 2.7357 -0.24
C -2.5001 -2.2648 1.6512 -0.01
H 3.0927 1.9298 -2.3530 0.09
H 1.5490 2.8148 -3.8647 0.12
H -2.9276 -4.3195 4.1089 0.08
H 4.3701 2.6596 -3.0896 0.06
H -3.5674 -1.9868 1.5225 0.08
H 1.9991 4.3182 -2.2980 0.04
H -2.2436 -2.8453 4.7730 0.02
H -0.8441 -2.8380 2.8316 0.12
H 2.9007 3.5518 -4.7859 0.09
H -1.9979 -2.0740 0.8437 -0.02
H -3.7283 -2.6876 4.1436 0.11
```

The energy relative to the best compared isomer or geometry (same formula, charge and spin) is 2.561 eV. The HOMO energy is -9.75 eV. Its LUMO energy is 0.968 eV. Its total charge is 0. The SMILES is C=CC.NCO.

=====

A structure of composition C22H21N17O8STc. Source: the Open Molecules 2025 dataset; level of theory: ωB97M-V/def2-TZVPD.

Structure (XYZ):
```
70
Properties=species:S:1:pos:R:3:lowdin_charge:R:1
Tc -0.1559 -0.7733 -1.1861 1.58
S -2.5822 2.0089 1.8560 0.60
O 1.5479 -1.9076 -0.8728 -0.20
O 0.9672 0.6342 -0.0472 -0.10
O 0.5781 -3.4186 0.4749 0.04
O 1.1822 0.5486 2.1170 0.11
O 5.4056 -7.1843 1.7223 0.07
O -2.1855 1.2067 2.9871 -0.32
O 3.4080 -6.8715 2.4550 0.08
O -3.9943 2.2065 1.6375 -0.31
N -1.5121 0.8524 -1.5831 -0.03
N -1.9369 -2.0236 1.7391 0.04
N -0.1700 0.8371 -4.9522 0.09
N 0.4751 -0.2469 -5.3057 0.12
N -1.8467 1.3362 0.5916 -0.07
N 0.1133 -0.3392 -3.1463 -0.04
N -0.7209 -2.5370 -2.2087 -0.11
N -0.4147 -1.2445 3.2777 0.23
N -0.3792 0.7915 -3.6630 -0.09
N -1.4668 -3.5802 -1.7790 -0.08
N 4.3540 -6.5782 1.7550 -0.35
N -0.2735 -4.3116 -3.4300 0.06
N -2.3817 -2.1382 0.4228 0.06
N -1.2018 -4.6094 -2.4933 -0.04
N 0.8732 -2.3172 -4.0453 0.17
N 0.6818 0.1500 1.0961 -0.40
N -0.1957 -0.8272 0.9513 -0.01
C -1.8613 3.6200 2.0405 -0.29
C -2.6799 2.9258 -1.0662 0.04
C -2.0602 2.5816 -3.3406 0.00
C -0.0082 5.1259 1.8883 -0.03
C 5.3541 -4.9143 0.2447 0.00
C -2.6560 4.6377 2.5487 -0.05
C 4.2291 -5.3816 0.9016 -0.13
C 4.0058 -3.1496 -0.6727 0.00
C -0.1926 7.5276 2.6209 -0.05
C -0.8396 -1.3490 2.0187 -0.39
C 2.9980 -4.7687 0.7934 0.07
C 0.5758 -1.0004 -4.1828 -0.37
C -0.7836 6.1609 2.4046 -0.27
C -0.5352 3.8578 1.7066 -0.05
C -2.6140 3.3749 -2.3796 -0.06
C 5.2339 -3.7849 -0.5473 -0.05
C 2.8884 -3.6400 -0.0064 -0.11
C -2.0210 1.6856 -0.6618 -0.39
C 1.5443 -2.9675 -0.1191 -0.57
C -2.1112 5.8996 2.7291 -0.03
C -1.6591 1.2002 -2.9814 -0.26
C -0.0070 -3.0489 -3.2261 -0.45
H -1.0910 -1.3970 4.0087 0.13
H 6.1010 -3.4001 -1.0665 0.11
H -0.9605 8.2993 2.5836 0.08
H -1.9906 2.8628 -4.3819 0.11
H -3.3913 -2.0860 0.4061 0.10
H 0.0744 3.0666 1.2987 0.10
H -2.7301 6.6966 3.1236 0.11
H 3.8959 -2.2682 -1.2887 0.12
H 2.1314 -5.1525 1.3104 0.13
H 0.5611 7.7544 1.8674 0.08
H -3.0136 4.3480 -2.6324 0.12
H 6.2941 -5.4332 0.3602 0.12
H -2.3787 -2.5523 2.4780 0.17
H 1.2167 -2.8141 -4.8531 0.15
H 0.2902 7.5882 3.5986 0.09
H -3.6923 4.4349 2.7837 0.12
H 0.2836 -0.5362 3.4548 0.10
H 1.0250 5.3159 1.6224 0.12
H -2.3811 0.5003 -3.4350 0.16
H -3.1674 3.5130 -0.3032 0.10
H -2.0463 -2.9970 -0.0193 0.04
```

The energy relative to the best compared isomer or geometry (same formula, charge and spin) is 1.944 eV. The HOMO energy (alpha / beta) is -8.73 / -8.81 eV. Its LUMO energy (alpha / beta) is -0.717 / -1.918 eV. Its expectation value of S² is 3.7884. Its total charge is 0. As for the multiplicity: 4.

=====

A cluster of 2 separate species, C3H9NS2 in total. Source: the Open Molecules 2025 dataset; level of theory: ωB97M-V/def2-TZVPD.

Structure (XYZ):
```
15
Properties=species:S:1:pos:R:3:lowdin_charge:R:1
S -0.0238 -2.1352 -0.7344 0.35
S 0.0054 -0.6426 -2.2124 0.29
N -2.0236 0.6827 0.1727 0.03
C 1.6632 -2.0614 -0.0370 -0.46
C -0.3732 2.3789 0.7497 -0.04
C -0.9510 1.1680 0.8544 -0.35
H -2.2605 1.0828 -0.7167 0.08
H -0.6401 0.6206 1.7395 0.10
H 1.2982 -0.3350 -2.0733 -0.20
H 1.6938 -1.4520 0.8698 0.03
H -2.5854 -0.0596 0.5367 0.08
H 1.7652 -3.1009 0.2365 0.01
H 0.3481 2.5896 1.5236 0.03
H 2.4013 -1.6440 -0.7156 0.02
H -0.3177 2.9083 -0.1935 0.04
```

The energy relative to the best compared isomer or geometry (same formula, charge and spin) is 1.621 eV. The HOMO energy is -7.83 eV. Its LUMO energy is 0.457 eV. Its total charge is 0. The SMILES is C=CN.CSS.

=====

| no. | total energy (Ha) |
| --- | --- |
| 1 | -8856.14532 |
| 2 | -288.92291 |
| 3 | -2862.48829 |
| 4 | -970.77214 |